# C5H2O

A single C5H2O molecule (wB97M-V/def2-TZVPD, the OMol25 dataset).

CARTESIAN COORDINATES (ANGSTROEM)
O1 1.294 -0.676 -2.492
C1 0.750 -0.066 -1.612
C2 0.281 1.267 -1.275
C3 -0.017 0.520 -0.230
C4 -0.516 0.192 1.036
C5 -0.949 -0.084 2.127
H1 0.493 -0.832 -0.650
H2 -1.336 -0.321 3.095

Output
Energy in eV: -7256.940
HOMO-LUMO gap in eV: 9.22
M in g/mol: 78.1
HOMO in eV: -9.680
Relative energy (zero: lowest compared OMol25 entry of this formula, charge and spin) in kcal per mole: 82.3


# C5H2O

A single C5H2O molecule at a distorted geometry (wB97M-V/def2-TZVPD, the OMol25 dataset).

CARTESIAN COORDINATES (ANGSTROEM)
O1 1.158 1.316 1.289
C1 1.113 0.350 0.586
C2 -0.510 0.834 -1.538
C3 -1.087 -0.302 -1.359
C4 -0.633 -0.776 -0.224
C5 0.139 -0.827 0.818
H1 1.750 0.204 -0.307
H2 0.147 -1.414 1.724

Output
Energy in eV: -7257.582
HOMO-LUMO gap in eV: 8.83
M in g/mol: 78.1
HOMO in eV: -9.933
Relative energy (zero: lowest compared OMol25 entry of this formula, charge and spin) in kcal per mole: 67.5


# C5H30N2O10

A 10-piece molecular cluster, C5H30N2O10 overall at a distorted geometry (wB97M-V/def2-TZVPD, the OMol25 dataset).

CARTESIAN COORDINATES (ANGSTROEM)
C1 1.021 -1.711 -0.237
N1 0.154 -0.514 -0.017
C2 -1.287 1.811 -1.332
C3 -0.021 1.885 -0.487
C4 0.902 0.627 -0.521
C5 1.444 0.530 -1.942
N2 2.099 1.585 -2.458
O1 0.954 -0.313 -2.705
H1 0.982 -1.897 -1.303
H2 0.539 -2.642 0.068
H3 2.025 -1.641 0.176
H4 0.035 -0.469 0.988
H5 -1.394 0.885 -1.889
H6 -2.189 1.995 -0.756
H7 -1.238 2.602 -2.085
H8 0.563 2.787 -0.651
H9 -0.301 1.865 0.567
H10 1.790 1.014 0.045
H11 2.491 2.231 -1.794
H12 2.331 1.681 -3.425
H13 -0.448 -1.878 -4.467
H14 0.718 -0.992 -4.161
O2 0.376 -1.594 -4.872
H15 0.033 0.502 2.605
H16 0.677 -0.435 3.554
O3 0.901 0.106 2.782
H17 1.931 -2.661 2.217
H18 0.526 -2.997 1.826
O4 1.217 -3.290 2.410
H19 -2.028 1.991 1.531
H20 -2.887 1.203 2.419
O5 -1.998 1.205 2.087
H21 2.748 -1.402 2.877
H22 3.523 -0.525 1.975
O6 3.512 -1.433 2.308
H23 -4.540 0.137 0.972
H24 -4.404 0.816 -0.382
O7 -3.913 0.623 0.422
H25 -2.147 -0.928 -2.693
H26 -3.027 -1.375 -1.580
O8 -3.054 -1.217 -2.532
H27 -2.040 -0.798 1.302
H28 -1.425 -2.182 1.354
O9 -1.795 -1.503 1.919
H29 1.887 1.664 2.535
H30 2.231 2.747 1.493
O10 2.527 1.907 1.857

Output
Energy in eV: -29126.602
HOMO-LUMO gap in eV: 9.38
M in g/mol: 278.3
Structure (SMILES): CC[C@@H](NC)C(N)=O.O.O.O.O.O.O.O.O.O
HOMO in eV: -9.538
Relative energy (zero: lowest compared OMol25 entry of this formula, charge and spin) in kcal per mole: 61.6